{
  "formula": "C24H23FeIN3O2",
  "method": "ωB97M-V/def2-TZVPD",
  "charge": -1,
  "multiplicity": 5,
  "gap_ev": [7.18, 7.82],
  "relative_energy_kcal_mol": 0.0,
  "homo_ev": [-4.575, -5.227],
  "s_squared": 6.0187,
  "elements": ["Fe", "C", "C", "C", "C", "C", "C", "C", "C", "N", "C", "O", "C", "C", "C", "C", "C", "N", "C", "O", "N", "C", "C", "C", "C", "C", "C", "C", "C", "H", "H", "H", "H", "H", "H", "H", "H", "H", "H", "H", "H", "H", "H", "H", "H", "H", "H", "H", "H", "H", "I", "C", "H", "H"],
  "xyz": [[-0.7094, -0.0383, 0.3677], [-3.3336, 1.6535, -1.5407], [-2.9477, 2.8183, -0.6691], [-3.8895, 3.7619, -0.2798], [-3.5311, 4.8251, 0.5354], [-2.2180, 4.9412, 0.9633], [-1.2493, 4.0177, 0.5869], [0.1670, 4.1479, 1.0647], [-1.6182, 2.9479, -0.2397], [-0.7126, 1.9293, -0.5922], [0.3588, 2.2472, -1.3243], [0.6923, 3.3433, -1.7896], [1.1685, 1.0223, -1.6901], [2.1838, 0.9802, -2.6337], [2.6758, -0.2639, -3.0038], [2.1156, -1.4280, -2.4797], [1.1104, -1.2929, -1.5409], [0.7258, -0.0917, -1.1418], [0.2288, -2.4263, -1.0325], [0.4885, -3.5765, -1.3675], [-0.8503, -1.9821, -0.3369], [-1.9114, -2.9149, -0.2029], [-2.6916, -3.2011, -1.3399], [-2.3710, -2.5681, -2.6664], [-3.7650, -4.0753, -1.2306], [-4.0746, -4.6731, -0.0186], [-3.2965, -4.3933, 1.0911], [-2.2151, -3.5207, 1.0165], [-1.3694, -3.2668, 2.2341], [-4.3792, 1.7225, -1.8427], [-2.7097, 1.6091, -2.4348], [-3.1911, 0.7053, -1.0128], [-4.9145, 3.6576, -0.6190], [-4.2713, 5.5554, 0.8393], [-1.9324, 5.7650, 1.6087], [0.2389, 4.8725, 1.8762], [0.5408, 3.1901, 1.4237], [0.8146, 4.4618, 0.2437], [2.5363, 1.9023, -3.0738], [3.4676, -0.3334, -3.7393], [2.4206, -2.4142, -2.8006], [-2.1650, -1.5022, -2.5554], [-1.4808, -3.0275, -3.1026], [-3.2003, -2.6937, -3.3630], [-4.3648, -4.2856, -2.1092], [-4.9133, -5.3541, 0.0586], [-3.5219, -4.8651, 2.0412], [-1.6242, -3.9679, 3.0285], [-0.3098, -3.3755, 1.9987], [-1.5172, -2.2559, 2.6199], [0.6971, 1.3728, 3.7063], [-0.3071, 0.1933, 2.3064], [-0.0520, -0.8579, 2.4752], [-1.3857, 0.3433, 2.4964]],
  "atomic_forces_ev_per_a": [[0.53, 0.77, -1.09], [0.02, 0.06, 0.04], [0.02, -0.07, -0.01], [0.01, 0.00, 0.01], [0.01, -0.01, -0.01], [-0.04, 0.04, -0.01], [0.11, 0.00, -0.01], [-0.02, 0.11, -0.06], [-0.12, 0.07, 0.06], [-0.08, -0.22, 0.18], [-0.05, 0.28, -0.11], [0.02, -0.13, -0.02], [0.03, -0.04, -0.03], [0.03, 0.06, -0.02], [-0.06, -0.08, 0.06], [0.12, -0.03, -0.07], [-0.04, -0.01, 0.13], [-0.11, -0.31, -0.06], [-0.16, 0.30, 0.00], [-0.01, -0.16, -0.04], [0.27, -0.21, -0.01], [-0.13, -0.06, -0.30], [-0.01, 0.07, 0.05], [0.03, -0.02, 0.06], [0.02, 0.02, 0.05], [0.02, 0.01, 0.01], [-0.06, -0.02, 0.02], [0.07, -0.06, 0.12], [-0.04, 0.04, -0.07], [-0.01, 0.00, 0.01], [0.00, -0.01, 0.00], [-0.02, -0.03, -0.02], [0.00, 0.00, 0.00], [0.00, 0.00, 0.00], [0.01, -0.01, 0.00], [-0.02, -0.01, 0.03], [0.02, 0.00, 0.00], [-0.03, 0.01, 0.03], [-0.01, 0.01, 0.01], [0.00, 0.00, 0.00], [-0.02, 0.00, 0.01], [0.00, 0.02, 0.00], [0.01, 0.02, 0.00], [0.00, -0.01, 0.00], [0.00, 0.00, 0.00], [0.00, 0.00, 0.00], [0.00, 0.00, 0.00], [0.00, -0.01, 0.01], [0.01, 0.03, 0.01], [0.00, -0.06, 0.01], [0.29, 0.15, 0.20], [-0.76, -0.52, -0.23], [0.00, 0.24, 0.52], [0.09, -0.19, 0.58]]
}

{
  "formula": "C24H23N3O5SeTeV",
  "method": "ωB97M-V/def2-TZVPD",
  "charge": 0,
  "multiplicity": 4,
  "gap_ev": [5.16, 6.50],
  "relative_energy_kcal_mol": 28.9,
  "homo_ev": [-5.919, -7.264],
  "s_squared": 3.7915,
  "elements": ["V", "O", "C", "C", "N", "C", "C", "O", "O", "C", "C", "O", "O", "H", "H", "H", "H", "H", "H", "H", "H", "H", "Te", "C", "C", "C", "C", "C", "C", "C", "C", "C", "C", "C", "C", "H", "H", "H", "H", "H", "H", "H", "H", "H", "H", "Se", "N", "C", "C", "C", "C", "C", "C", "N", "H", "H", "H", "H"],
  "xyz": [[-1.5896, 0.6896, 1.6887], [-3.0276, 1.4272, 2.7663], [-3.8503, 2.6486, 2.3243], [-2.7015, 3.5006, 1.6377], [-1.7858, 2.6808, 0.7993], [-2.3828, 2.4358, -0.5254], [-2.1151, 1.0042, -0.9920], [-1.8187, 0.8525, -2.1562], [-2.0961, 0.0389, -0.0628], [-0.4163, 3.2205, 0.7767], [0.6880, 2.3053, 1.3942], [1.7661, 2.8496, 1.5670], [0.3836, 1.0643, 1.6813], [-3.1579, 1.2623, 3.6916], [-4.1080, 3.1853, 3.2412], [-4.7196, 2.2897, 1.7556], [-2.0954, 3.9566, 2.4182], [-3.1443, 4.3096, 1.0737], [-1.9708, 3.1055, -1.2524], [-3.4362, 2.6335, -0.3957], [-0.3446, 4.1662, 1.2904], [-0.1670, 3.2843, -0.3174], [0.8877, -1.0733, -2.9820], [2.1564, 0.6149, -3.3725], [2.6369, 0.8476, -4.6549], [3.6739, 1.7907, -4.8304], [4.1396, 2.4965, -3.7464], [3.6064, 2.2913, -2.4748], [2.5968, 1.3574, -2.2883], [2.5051, -2.0367, -1.9529], [3.7307, -2.2506, -2.5270], [4.6777, -3.0099, -1.8933], [4.3534, -3.6330, -0.6656], [3.0960, -3.4563, -0.0648], [2.2037, -2.6045, -0.7016], [2.2273, 0.3040, -5.5163], [4.0475, 1.9805, -5.9072], [5.0022, 3.1395, -3.9259], [3.9092, 2.8603, -1.6004], [2.1140, 1.1837, -1.3186], [3.9217, -1.7360, -3.5193], [5.6751, -3.1128, -2.3769], [5.1028, -4.2962, -0.2103], [2.8888, -3.9964, 0.8473], [1.1794, -2.4768, -0.3408], [0.0987, -1.4453, 3.8739], [-1.2146, -0.9294, 2.7657], [-2.0353, -1.9509, 2.3784], [-3.2707, -1.8962, 1.6902], [-4.1014, -3.0196, 1.7317], [-3.7317, -4.1268, 2.4656], [-2.5053, -4.2574, 3.1439], [-1.6567, -3.1566, 3.1627], [-0.5475, -3.1165, 3.9299], [-3.4944, -1.0258, 1.0707], [-5.0241, -3.0207, 1.1639], [-4.4303, -4.9037, 2.6620], [-2.3287, -5.2457, 3.5801]],
  "atomic_forces_ev_per_a": [[2.48, -1.32, -0.63], [-1.92, 1.69, -0.37], [2.89, -0.30, 0.30], [-0.68, -0.75, 0.23], [-1.02, 0.00, 0.95], [0.05, -0.45, 0.85], [1.06, -0.59, -0.76], [-0.66, -0.22, 0.47], [0.00, 1.91, -0.18], [0.61, -1.07, -1.44], [0.75, 0.71, 0.26], [-0.78, -0.67, -0.19], [-1.47, 0.91, -0.12], [-0.15, -0.46, 0.78], [-0.41, -0.24, -0.25], [0.55, 0.22, 0.05], [-0.16, -0.15, 0.23], [-0.14, 0.31, -0.34], [0.08, 0.41, -0.52], [-0.49, -0.20, -0.41], [0.02, 0.40, -0.20], [0.23, 0.44, 1.10], [0.81, 0.34, 0.24], [-0.66, -0.73, -0.39], [0.50, 0.35, -0.24], [-0.79, -0.46, -2.08], [0.92, 0.14, 0.05], [-0.37, 0.10, 0.35], [-0.13, 0.09, 0.09], [-1.37, -0.34, 0.85], [0.20, 1.44, -1.99], [0.88, -0.65, 0.69], [0.45, -0.10, -0.41], [1.23, 0.19, -0.85], [-0.85, -0.21, -0.57], [0.29, 0.16, 0.46], [-0.44, -0.28, 2.04], [-0.36, 0.15, 0.36], [0.28, 0.03, -0.26], [0.50, 0.15, -0.26], [0.02, -0.86, 1.24], [-0.83, -0.14, 0.63], [-0.42, 0.37, -0.11], [-0.28, 0.19, 0.08], [0.41, 0.05, 0.24], [0.35, -0.55, 0.04], [-0.94, 1.68, -1.95], [-0.35, -1.79, 2.70], [0.90, -0.17, -0.04], [0.31, 0.86, -0.27], [1.06, -0.38, 1.02], [-1.72, -0.51, -1.09], [0.14, 0.44, -0.52], [-0.13, 0.24, -0.13], [-0.27, -0.48, 0.30], [-0.04, 0.05, 0.16], [-0.53, -0.70, -0.45], [0.38, 0.74, 0.29]]
}

{
  "formula": "C24H23N3O6S",
  "method": "ωB97M-V/def2-TZVPD",
  "charge": 0,
  "multiplicity": 1,
  "gap_ev": 8.97,
  "smiles": "O=C(CCCn1c(=O)c2sccc2n(CC(=O)OCc2ccccc2)c1=O)NCc1ccco1",
  "relative_energy_kcal_mol": 0.0,
  "homo_ev": -8.459,
  "elements": ["O", "C", "N", "H", "C", "C", "C", "C", "C", "O", "H", "H", "H", "H", "H", "C", "H", "H", "C", "H", "H", "C", "N", "C", "O", "N", "C", "C", "C", "O", "S", "C", "C", "H", "H", "C", "C", "O", "O", "C", "C", "C", "C", "C", "C", "C", "H", "H", "H", "H", "H", "H", "H", "H", "H", "H", "H"],
  "xyz": [[-0.3106, -1.3873, -1.5472], [-1.4155, -1.8865, -1.4887], [-2.5501, -1.1597, -1.6138], [-3.4412, -1.6028, -1.4596], [-2.5365, 0.2756, -1.7300], [-3.1162, 0.9482, -0.5261], [-3.6058, 0.4532, 0.6449], [-4.0112, 1.5799, 1.4081], [-3.7429, 2.6676, 0.6423], [-3.2020, 2.2967, -0.5345], [-3.8762, 3.7171, 0.8099], [-4.4409, 1.5714, 2.3884], [-3.6505, -0.5753, 0.9402], [-1.4870, 0.5639, -1.8521], [-3.0880, 0.5864, -2.6277], [-1.6763, -3.3778, -1.3627], [-2.4604, -3.5388, -0.6208], [-2.0463, -3.7199, -2.3333], [-0.4270, -4.1688, -0.9850], [-0.5893, -5.2248, -1.2055], [0.4196, -3.8188, -1.5771], [-0.0725, -4.0496, 0.4966], [0.4965, -2.7527, 0.8410], [-0.3533, -1.7985, 1.3489], [-1.5462, -1.9974, 1.4795], [0.2192, -0.6145, 1.7690], [1.5551, -0.3656, 1.5818], [2.3544, -1.3120, 0.9740], [1.8579, -2.5958, 0.5614], [2.5073, -3.4920, 0.0688], [3.9909, -0.7796, 0.8368], [3.5895, 0.6978, 1.6054], [2.2782, 0.7932, 1.9532], [1.8591, 1.6484, 2.4498], [4.3530, 1.4335, 1.7616], [-0.6310, 0.3980, 2.3535], [-0.5237, 1.7329, 1.6248], [-0.6128, 2.7985, 2.1758], [-0.3101, 1.5464, 0.3338], [0.0769, 2.6693, -0.4662], [1.4905, 2.4484, -0.9394], [1.8413, 1.2236, -1.4963], [3.1446, 0.9949, -1.8994], [4.1031, 1.9843, -1.7544], [3.7557, 3.2042, -1.2004], [2.4543, 3.4346, -0.7882], [2.1862, 4.3841, -0.3474], [4.5002, 3.9779, -1.0823], [5.1203, 1.8026, -2.0683], [3.4112, 0.0390, -2.3244], [1.1014, 0.4434, -1.5942], [-0.6219, 2.7210, -1.3071], [-0.0106, 3.5820, 0.1311], [-0.3803, 0.5594, 3.4072], [-1.6608, 0.0317, 2.2829], [-0.9573, -4.1964, 1.1190], [0.6881, -4.7946, 0.7424]],
  "atomic_forces_ev_per_a": [[0.43, 0.10, -0.03], [-0.53, -0.36, -0.16], [-0.40, 0.36, 0.08], [0.11, -0.10, -0.01], [0.10, 0.37, -0.15], [-0.18, -0.79, 0.35], [0.18, 0.04, -0.63], [0.02, 0.55, -0.22], [-0.32, -0.14, 0.82], [0.19, 0.01, -0.52], [0.03, 0.17, -0.06], [-0.10, 0.09, 0.22], [0.07, -0.24, -0.01], [-0.17, 0.01, -0.05], [0.13, 0.01, 0.11], [0.39, -0.12, 0.00], [-0.09, 0.01, -0.05], [-0.06, 0.04, 0.02], [-0.10, 0.19, 0.17], [0.02, 0.00, -0.03], [-0.02, -0.12, -0.03], [-0.04, -0.40, -0.13], [0.06, -0.30, 0.06], [0.18, 0.25, 0.32], [-0.40, -0.16, -0.08], [-0.19, 0.00, 0.03], [0.69, -0.72, -0.39], [0.25, 0.53, 0.15], [-0.07, 0.29, 0.23], [0.15, -0.11, -0.17], [-0.43, 0.02, 0.25], [0.00, -0.45, -0.18], [0.07, 0.11, 0.09], [-0.05, 0.20, 0.10], [0.13, 0.20, 0.03], [-0.14, 0.12, 0.08], [-0.19, -0.04, 0.54], [0.03, -0.02, 0.04], [-0.06, -0.26, -0.39], [0.15, 0.47, -0.17], [-0.10, 0.04, 0.12], [0.03, 0.04, -0.04], [-0.08, -0.02, -0.08], [0.08, 0.07, -0.01], [0.14, 0.04, -0.03], [-0.18, -0.03, -0.02], [-0.03, 0.10, 0.07], [0.07, 0.07, 0.01], [0.10, -0.01, -0.03], [0.03, -0.10, -0.04], [-0.11, -0.12, -0.01], [0.03, -0.04, 0.18], [-0.02, -0.14, -0.17], [-0.03, 0.05, -0.16], [0.24, 0.16, 0.05], [0.15, -0.02, -0.05], [-0.16, 0.11, 0.01]]
}